(1)
DFT (ωB97M-V/def2-TZVPD) results for an isolated molecule of C5H6N4 in a non-equilibrium geometry.

```
15
Properties=species:S:1:pos:R:3:forces:R:3:lowdin_charge:R:1
H 1.85585 -1.70958 0.46674 1.3 0.2 -0.5 0.064
N 2.35427 -0.91275 0.00421 -0.8 -0.6 -0.3 0.145
C 1.38751 -0.09491 -0.05381 0.2 0.2 2.3 -0.516
N 1.35683 1.26366 -0.38671 0.0 -0.1 -1.4 0.145
C 0.16855 1.62224 -0.16184 -2.5 2.8 -0.8 -0.146
N -0.65049 0.74985 0.69108 1.6 2.0 -2.8 -0.052
N 0.14367 -0.42314 0.52161 -1.2 -2.3 0.8 -0.058
C -0.67272 -1.52703 -0.15945 2.1 -0.8 1.3 -0.134
C -1.89835 -0.75978 -0.40901 -2.7 2.5 0.8 -0.070
C -1.92266 0.56259 0.04713 0.4 -4.0 0.7 -0.056
H -0.39563 2.53206 -0.80193 1.7 -2.1 2.6 0.187
H -0.67326 -2.68440 0.33518 -0.6 3.5 -0.4 0.176
H -0.06029 -1.74701 -1.02089 -0.2 -0.2 -0.9 0.092
H -2.80242 -1.23866 -0.73037 -0.2 -0.1 -0.4 0.088
H -2.72824 1.28554 0.36188 0.9 -1.0 -1.1 0.137
```
Positions in Å, forces in eV/Å.

The highest occupied orbital energy comes out at -8.6107 eV. The value obtained for the molar mass is 122.13 g mol⁻¹. The calculation puts the energy relative to the best compared isomer or geometry (same formula, charge and spin) at 78.2 kcal per mole. The gap between HOMO and LUMO comes out at 9.086 eV. The charge is 0.


(2)
DFT (ωB97M-V/def2-TZVPD) results for a structure of composition C24H21AuBBrF2NSb in a non-equilibrium geometry.

```
52
Properties=species:S:1:pos:R:3:forces:R:3:lowdin_charge:R:1
Au -0.95778 -1.90040 1.03969 -0.5 0.3 -0.2 0.886
C -5.88685 0.55789 -0.03522 0.0 0.0 0.0 -0.019
C -4.79942 -0.33330 -0.56204 0.0 0.0 0.0 -0.225
C -4.91618 -1.03406 -1.76045 0.0 0.0 0.0 0.033
C -3.89829 -1.86806 -2.19708 0.0 0.1 0.0 -0.059
C -2.77445 -1.97900 -1.40827 0.0 -0.1 0.0 -0.735
Br -1.38556 -3.16663 -1.87594 0.0 0.0 0.0 0.843
N -2.62222 -1.30965 -0.26354 -0.2 -0.1 0.1 -0.137
C -3.62303 -0.50781 0.14683 0.1 0.1 0.0 -0.078
H -6.74339 0.56620 -0.70510 0.0 0.0 0.0 0.091
H -5.53307 1.58339 0.07494 0.0 0.0 0.0 0.096
H -6.22670 0.21648 0.94275 0.0 0.0 0.0 0.099
H -5.81709 -0.93791 -2.35379 0.0 0.0 0.0 0.139
H -3.98220 -2.43283 -3.11396 0.0 0.0 0.0 0.122
H -3.45789 0.01561 1.08153 0.0 0.0 0.0 0.129
C 1.80817 4.13496 2.57608 0.0 0.0 0.0 -0.030
C 1.37525 3.10210 3.40005 0.0 0.0 0.0 -0.042
C 0.99749 1.88631 2.85207 0.0 0.0 0.0 -0.115
C 1.09067 1.73358 1.47455 -0.7 -0.1 -0.1 -0.364
C 1.47791 2.76489 0.62458 0.2 0.1 0.1 -0.109
C 1.85965 3.97063 1.19967 0.0 0.0 -0.1 -0.040
Sb 0.82148 -0.08693 0.48043 1.3 -0.7 0.1 1.650
C 0.33301 0.21800 -1.52006 -0.3 0.2 0.0 -0.398
C -0.68442 1.14800 -1.75331 0.0 0.0 0.0 -0.146
C -1.03914 1.46066 -3.05524 0.0 0.0 0.0 -0.048
C -0.38488 0.84405 -4.11472 0.0 0.0 0.0 -0.030
C 0.61970 -0.08511 -3.87852 0.0 0.0 0.0 -0.042
C 0.97616 -0.41586 -2.58042 0.0 0.1 0.0 -0.120
C 2.65253 -1.05872 0.81951 0.1 0.1 -0.1 -0.368
C 3.34279 -1.77857 -0.15558 -0.1 -0.1 0.0 -0.102
C 4.58796 -2.31332 0.13785 0.0 0.0 0.0 -0.045
C 5.14025 -2.14214 1.39928 0.0 0.0 0.0 -0.030
C 4.45156 -1.42942 2.37191 0.0 -0.1 0.0 -0.039
C 3.20861 -0.88984 2.08698 0.1 0.2 0.0 -0.135
H 2.10021 5.08046 3.01262 0.0 0.0 0.0 0.125
H 1.32861 3.24365 4.47125 0.0 0.0 0.0 0.124
H 0.64310 1.08980 3.49397 0.0 0.0 0.0 0.110
H 1.51638 2.64449 -0.45127 0.0 0.0 0.0 0.104
H 2.19144 4.78030 0.56392 0.0 0.0 0.0 0.124
H -1.19325 1.64086 -0.93131 0.0 0.0 0.0 0.105
H -1.81637 2.18924 -3.24291 0.0 0.0 0.0 0.121
H -0.65792 1.09109 -5.13204 0.0 0.0 0.0 0.124
H 1.13051 -0.55463 -4.70829 0.0 0.0 0.0 0.125
H 1.75096 -1.14682 -2.42199 0.0 0.0 0.0 0.082
H 2.93492 -1.94135 -1.13991 0.0 0.0 0.0 0.080
H 5.12892 -2.85927 -0.62301 0.0 0.0 0.0 0.122
H 6.10796 -2.56863 1.62626 0.0 0.0 0.0 0.124
H 4.88241 -1.29287 3.35448 0.0 0.0 0.0 0.124
H 2.68966 -0.34262 2.86358 0.0 0.1 0.0 0.095
F -0.14516 -4.16626 2.31399 0.1 0.0 0.0 0.214
B 0.24885 -2.91277 2.36437 0.1 0.1 0.0 -0.764
F 1.14813 -2.50785 3.21080 0.0 0.0 0.1 0.228
```
Positions in Å, forces in eV/Å.

The highest occupied orbital energy comes out at -15.0645 eV. The value obtained for the molar mass is 770.88 g mol⁻¹. The calculation puts the energy relative to the best compared isomer or geometry (same formula, charge and spin) at 23.0 kcal per mole. The gap between HOMO and LUMO comes out at 6.438 eV. The charge is +2.


(3)
DFT (ωB97M-V/def2-TZVPD) results for a structure of composition C10H18IrN5O6P2S in a non-equilibrium geometry.

```
43
Properties=species:S:1:pos:R:3:forces:R:3:lowdin_charge:R:1
Ir 0.85871 0.69818 0.53743 -3.2 0.7 -1.6 1.479
C 4.16287 -1.11208 -1.34114 0.6 1.4 -0.9 0.009
C 2.73888 -0.75093 -1.04576 1.2 0.1 -5.5 -0.211
N 2.30279 -0.55706 0.20642 -1.2 0.6 6.2 -0.139
N 2.80233 -1.06406 1.45759 0.6 0.9 -1.5 0.099
C 2.62660 -0.33903 2.61568 -1.3 -0.2 -0.8 -0.639
N 3.32082 -0.60632 3.67577 0.6 0.4 0.0 0.218
S 1.28689 0.84051 2.79107 1.1 -1.0 -1.2 0.794
C 1.84551 -0.15747 -2.07940 0.7 -0.9 2.1 -0.186
C 1.78759 -0.49294 -3.43726 1.1 -0.2 -1.1 0.065
C 0.94743 0.15111 -4.35059 0.2 0.4 1.2 0.054
C 0.05792 1.11930 -3.83673 0.1 -0.7 0.0 0.053
C 0.05929 1.34474 -2.44803 -0.1 0.3 -0.2 -0.047
N 0.97327 0.79095 -1.61063 -0.9 -0.1 0.7 -0.060
H 4.73218 -1.06753 -0.41967 0.3 -0.3 0.1 0.077
H 4.69381 -0.37274 -2.04727 -1.0 -0.8 1.0 0.146
H 4.30124 -2.06770 -1.83313 -0.2 -0.5 0.1 0.109
H 3.57011 -1.74133 1.47107 -0.3 0.0 -0.6 0.187
H 4.22679 -1.08691 3.62323 -0.5 0.0 0.4 0.182
H 3.08670 -0.05651 4.50720 0.5 -0.5 0.0 0.157
H 2.51406 -1.20959 -3.83069 -0.4 0.0 0.2 0.151
H 1.06176 -0.11956 -5.39359 -0.4 0.2 0.0 0.146
H -0.68027 1.65336 -4.45393 0.5 -0.3 0.3 0.152
H -0.72287 2.01468 -2.05689 0.7 -0.3 0.2 0.122
N -4.20069 -0.09900 0.89168 0.5 1.3 -0.9 0.201
C -2.68965 0.03611 1.33416 -2.1 -1.0 0.3 -0.485
C -2.74536 -0.04478 2.88613 1.3 -0.2 -0.9 -0.015
P -1.98660 -1.35240 0.29683 -0.6 -1.8 -0.1 0.383
O -2.70555 -1.12855 -1.12222 0.6 0.5 0.3 -0.105
O -2.54276 -2.57105 0.92467 1.0 1.1 -0.5 -0.206
O -0.45072 -1.11125 0.07071 0.1 1.0 0.8 -0.376
P -2.25288 1.55668 0.58967 -3.2 4.4 -1.4 0.471
O -2.82919 2.73730 1.55593 0.2 -2.9 -0.7 -0.051
O -2.96194 1.67060 -0.74976 2.3 -0.7 1.6 -0.245
O -0.69224 1.89900 0.63893 1.0 -1.0 -0.2 -0.426
H -4.40498 -1.07313 0.74760 -0.3 -1.1 0.1 0.143
H -4.36224 0.38718 -0.03182 0.1 -0.4 0.8 0.161
H -4.83881 0.28702 1.58428 -0.1 0.1 0.2 0.180
H -3.30228 -0.94469 3.20891 0.2 0.6 -0.2 0.122
H -3.12862 0.91941 3.24324 -0.1 -0.5 0.2 0.097
H -1.69914 -0.15113 3.21386 -0.4 0.0 0.3 0.074
H -2.54922 -0.27108 -1.57590 -0.1 -0.5 0.3 0.078
H -2.21157 3.44269 1.59239 0.7 1.7 0.3 0.079
```
Positions in Å, forces in eV/Å.

Its multiplicity is 6. The highest occupied orbital energy (spin up / spin down) comes out at -16.9757 / -19.2061 eV. The value obtained for the molar mass is 590.52 g mol⁻¹. The calculation puts the energy relative to the best compared isomer or geometry (same formula, charge and spin) at 5.9 kcal per mole. The gap between HOMO and LUMO (spin up / spin down) comes out at 5.914 / 4.805 eV. The charge is +3.


(4)
DFT (ωB97M-V/def2-TZVPD) results for an isolated molecule of C2H3Cl3 in a non-equilibrium geometry.

```
8
Properties=species:S:1:pos:R:3:forces:R:3:lowdin_charge:R:1
C -0.45594 -0.28438 1.68998 1.6 2.4 -0.9 -0.226
C -0.04438 0.03767 0.20693 0.8 -1.4 2.0 -1.706
Cl -0.35254 1.62798 -0.26504 -0.2 1.7 -0.4 0.637
Cl -1.08040 -1.08183 -0.58263 -0.8 -1.0 -2.0 0.626
Cl 1.70848 -0.39386 -0.16555 -0.9 0.2 0.4 0.502
H -0.28139 -1.30921 1.69194 0.4 -1.8 1.0 0.023
H 0.10739 0.30505 2.43511 -0.3 -0.4 -0.4 0.092
H -1.50818 -0.10447 1.71629 -0.6 0.3 0.4 0.052
```
Positions in Å, forces in eV/Å.

The highest occupied orbital energy comes out at -11.0076 eV. The value obtained for the molar mass is 133.41 g mol⁻¹. The calculation puts the energy relative to the best compared isomer or geometry (same formula, charge and spin) at 13.7 kcal per mole. The gap between HOMO and LUMO comes out at 11.687 eV. The charge is 0.


(5)
DFT (ωB97M-V/def2-TZVPD) results for a structure of composition C19H35NO2P2Ru in a non-equilibrium geometry.

```
60
Properties=species:S:1:pos:R:3:forces:R:3:lowdin_charge:R:1
P 2.22598 0.35360 1.54670 0.1 -0.2 0.0 0.842
P -2.78089 -0.49200 0.14420 1.9 1.7 2.8 0.977
C -0.21718 0.97717 -0.18294 -1.0 3.6 2.4 -0.332
C -1.70380 0.89910 -0.32267 0.1 -0.1 -1.3 -0.334
H 0.03152 1.37028 -1.26981 0.0 1.0 1.0 0.046
H 0.09766 1.78611 0.55185 -0.6 -1.2 -0.8 0.070
H -2.07722 1.77826 0.20064 -0.8 -0.4 0.2 0.106
H -1.89775 1.03251 -1.37815 -0.6 0.3 -0.3 0.061
C -3.03543 -2.13425 -0.44494 -0.2 -0.4 -0.9 -0.114
H -4.13225 -2.26065 -0.41032 0.5 -0.1 -0.2 0.085
H -2.56198 -2.91734 0.16245 0.1 0.4 -0.2 0.073
H -2.67944 -2.18468 -1.48135 -0.3 -0.3 0.1 0.068
C -4.31490 0.40860 0.20476 -0.4 -0.7 -0.3 -0.125
H -4.28499 1.06377 -0.68571 -0.3 -0.2 0.5 0.093
H -4.38452 1.00421 1.12608 -0.1 -0.1 -0.4 0.085
H -5.10417 -0.34708 0.10767 -0.2 0.6 0.2 0.072
C 3.85868 -0.43749 1.48516 0.0 -0.4 0.0 -0.259
H 4.33146 -0.39447 2.47034 0.0 0.0 -0.1 0.063
H 4.50504 0.03835 0.74495 -0.1 0.1 0.1 0.052
H 3.73404 -1.48599 1.19621 0.1 0.1 0.1 0.051
C 2.59756 2.12726 1.68839 -0.1 0.3 0.0 -0.246
H 1.66771 2.67597 1.87346 0.2 0.0 0.1 0.051
H 3.06038 2.54655 0.78974 0.0 -0.1 0.2 0.042
H 3.27344 2.27470 2.54104 -0.1 0.0 -0.2 0.072
Ru 0.98373 -0.07871 -1.28352 -0.4 -2.5 5.5 1.273
C -0.12925 0.46852 -2.95681 -2.2 -1.1 -1.3 -0.233
C 0.03534 -0.92423 -2.70180 -1.8 0.0 -3.0 -0.366
C 1.12132 -1.62490 -3.40256 0.0 -1.3 -0.8 -0.170
C 2.55782 -0.94590 -3.25979 -0.4 -1.4 -1.3 -0.154
C 2.83673 -0.25766 -1.97686 1.3 0.9 0.2 -0.274
C 2.43372 1.11466 -1.71966 3.7 0.4 -0.1 -0.360
C 1.87248 2.02511 -2.74576 0.2 0.8 -0.8 -0.172
C 0.75328 1.44723 -3.65839 0.0 1.0 -0.8 -0.156
C 1.59149 -0.01441 3.20037 -0.4 -0.2 0.4 -0.256
H -1.17960 0.80783 -2.95996 0.6 -0.1 0.6 0.121
H -0.81054 -1.42145 -2.24094 -0.2 -0.5 -0.6 0.088
H 0.76796 -1.62697 -4.43950 0.8 -0.1 -0.3 0.133
H 1.09946 -2.68350 -3.11614 0.5 0.2 0.1 0.122
H 3.22680 -1.81976 -3.30589 0.1 0.7 -0.6 0.131
H 2.64575 -0.24076 -4.09990 0.5 -0.6 0.2 0.118
H 3.47860 -0.79762 -1.24702 -0.3 0.7 -0.5 0.110
H 2.97277 1.59009 -0.91871 0.1 0.3 0.1 0.073
H 2.69852 2.31415 -3.38901 0.1 0.3 -0.2 0.136
H 1.48755 2.94270 -2.27293 0.3 -0.3 0.0 0.131
H 0.13421 2.31900 -3.92855 0.1 -0.4 0.1 0.132
H 1.14358 1.11934 -4.62759 0.0 -0.4 0.3 0.128
H 0.65690 0.53686 3.36376 0.1 -0.1 -0.1 0.039
H 2.28598 0.27541 4.00066 0.0 0.0 -0.3 0.069
H 1.38085 -1.08489 3.28618 0.0 0.1 0.0 0.049
O -2.18910 1.47404 2.54184 -0.7 -1.9 -0.1 0.111
C -2.39418 0.27821 2.68753 0.7 1.9 0.6 -0.451
C -2.87149 -0.43036 3.91312 -0.2 0.0 0.4 -0.060
C -2.43146 -1.87985 3.74818 0.3 -0.9 -0.5 -0.046
C -1.77912 -1.93520 2.35550 1.3 -1.4 0.6 -0.406
O -1.03063 -2.78966 1.89835 -1.9 1.8 0.4 0.102
N -2.09960 -0.70233 1.71114 -0.9 -0.5 -1.0 -0.053
H -2.46518 0.06428 4.79769 -0.3 -0.1 0.0 0.145
H -3.97184 -0.37785 3.89295 0.3 0.3 0.3 0.149
H -1.72236 -2.24499 4.51774 -0.5 0.1 -0.5 0.146
H -3.29943 -2.57887 3.67853 0.7 0.4 0.3 0.151
```
Positions in Å, forces in eV/Å.

Its multiplicity is 5. The highest occupied orbital energy (spin up / spin down) comes out at -12.2985 / -14.5567 eV. The value obtained for the molar mass is 472.51 g mol⁻¹. The calculation puts the energy relative to the best compared isomer or geometry (same formula, charge and spin) at 29.9 kcal per mole. The gap between HOMO and LUMO (spin up / spin down) comes out at 6.443 / 6.108 eV. The charge is +2.